[1]
{"formula": "C4H6N2OS2", "method": "the ωB97M-V functional and the def2-TZVPD basis", "elements": ["C", "C", "C", "C", "N", "N", "O", "S", "S", "H", "H", "H", "H", "H", "H"], "xyz": [[-1.3827, 1.1779, 0.5286], [2.0944, 0.4720, -0.7437], [-2.8544, 1.0296, 0.4751], [2.5439, -1.8012, 0.1113], [-0.5789, 0.6216, -0.2599], [1.8994, -0.6895, -0.4839], [2.1221, 1.6082, -1.0753], [-3.1691, 0.0514, -1.0764], [-1.0993, -0.1483, -1.5216], [-0.8683, 1.6750, 1.2614], [-3.4106, 0.4704, 1.3039], [-3.2842, 2.0984, 0.6414], [3.4920, -1.7259, 0.6764], [1.7911, -2.2030, 0.8549], [2.7046, -2.6366, -0.6922]], "spin_multiplicity": 1, "smiles": "C1=NSSC1.CN=C=O", "homo_ha": -0.2893, "homo_lumo_gap_ev": 8.52}


[2]
{"formula": "C27H14F15GeN2S7V", "method": "the ωB97M-V functional and the def2-TZVPD basis", "elements": ["V", "C", "C", "N", "C", "C", "S", "C", "C", "N", "H", "H", "H", "H", "H", "H", "H", "H", "H", "H", "H", "H", "H", "H", "S", "C", "S", "C", "C", "S", "S", "S", "F", "C", "C", "C", "F", "C", "F", "C", "F", "C", "F", "Ge", "S", "C", "C", "F", "C", "F", "C", "F", "C", "F", "C", "F", "C", "C", "F", "C", "F", "C", "F", "C", "F", "C", "F"], "xyz": [[-0.2829, -0.1661, -0.4553], [2.7197, -0.5698, 0.2516], [2.0872, -1.9539, 0.1464], [0.6624, -1.9480, 0.4676], [0.3004, -2.0513, 1.8795], [0.5188, -0.7670, 2.6705], [-0.1531, 0.7124, 1.8265], [1.3315, 1.7607, 1.6964], [1.9968, 1.7569, 0.3142], [1.8871, 0.4694, -0.3576], [3.7188, -0.5921, -0.2037], [2.8662, -0.2962, 1.2984], [2.6363, -2.6508, 0.7962], [2.1675, -2.3079, -0.8849], [0.2198, -2.7057, -0.0340], [0.8590, -2.8645, 2.3725], [-0.7645, -2.3031, 1.8980], [1.5751, -0.5976, 2.8659], [0.0275, -0.8700, 3.6396], [2.0204, 1.4509, 2.4828], [1.0180, 2.7781, 1.9307], [3.0494, 2.0569, 0.4335], [1.4909, 2.4879, -0.3232], [2.1153, 0.5740, -1.3416], [-6.2096, 3.4058, 1.5511], [-4.9231, 2.5643, 0.9195], [-4.7619, 0.8562, 1.0113], [-3.2338, 0.7042, 0.1865], [-2.6784, 1.8691, -0.2403], [-1.1657, 2.0389, -1.1099], [-3.5998, 3.3057, 0.1113], [-2.5623, -0.9003, -0.0311], [-4.1308, -2.6133, -4.6100], [-3.8475, -3.0863, -3.3886], [-2.5560, -3.0444, -2.8945], [-2.3586, -3.6662, -1.6783], [-1.1072, -3.7441, -1.1735], [-3.3711, -4.2466, -0.9363], [-3.1194, -4.8142, 0.2455], [-4.6651, -4.2236, -1.4405], [-5.6639, -4.7767, -0.7522], [-4.9037, -3.6470, -2.6813], [-6.1356, -3.6622, -3.1954], [-0.9751, -2.2939, -3.8135], [0.3299, -0.9920, -2.7485], [-0.1754, -4.0104, -4.4232], [0.8960, -4.6179, -3.7958], [1.4839, -4.0516, -2.7335], [1.4048, -5.8440, -4.1990], [2.4411, -6.3963, -3.5584], [0.8205, -6.5077, -5.2698], [1.2923, -7.6920, -5.6662], [-0.2732, -5.9360, -5.9134], [-0.8585, -6.5736, -6.9292], [-0.7452, -4.7117, -5.4688], [-1.8272, -4.2094, -6.0864], [-1.5422, -1.2650, -5.3942], [-0.9319, -1.3578, -6.6275], [-0.0022, -2.3071, -6.8506], [-1.2233, -0.5017, -7.6794], [-0.6137, -0.6372, -8.8636], [-2.1533, 0.5103, -7.4899], [-2.4429, 1.3501, -8.4872], [-2.7718, 0.6500, -6.2536], [-3.6525, 1.6319, -6.0598], [-2.4474, -0.2317, -5.2313], [-3.0190, -0.0378, -4.0418]], "spin_multiplicity": 4, "total_charge": -1, "homo_ha": [-0.1304, -0.1436], "homo_lumo_gap_ev": [5.32, 5.68], "s_squared": 3.76}


[3]
{"formula": "C4H7NO", "method": "the ωB97M-V functional and the def2-TZVPD basis", "elements": ["C", "C", "C", "N", "C", "O", "H", "H", "H", "H", "H", "H", "H"], "xyz": [[1.8868, 0.9165, 0.6562], [0.0309, -0.7112, -0.5734], [-1.4179, -1.1151, -0.6103], [-1.7377, 0.2354, -0.0771], [-0.3691, 0.4457, 0.0139], [0.2249, 1.4734, 0.5717], [2.3258, 0.6667, -0.2968], [2.2250, 1.8512, 1.0212], [1.9443, 0.0960, 1.3386], [0.7932, -0.9762, -1.2658], [-1.7132, -1.9111, 0.0773], [-1.8587, -1.2879, -1.5898], [-2.3344, 0.3166, 0.7343]], "spin_multiplicity": 1, "homo_ha": -0.2859, "homo_lumo_gap_ev": 8.61}


[4]
{"formula": "C4H8Br2NOP", "method": "the ωB97M-V functional and the def2-TZVPD basis", "elements": ["C", "C", "C", "C", "N", "O", "P", "Br", "Br", "H", "H", "H", "H", "H", "H", "H", "H"], "xyz": [[-0.6909, -1.8500, 0.3782], [-0.5123, -0.5036, 0.3488], [-0.9936, 0.3379, 1.5650], [-0.3463, 1.2957, -1.2977], [0.2066, 0.1745, -0.6241], [2.3751, -0.3679, -2.1962], [1.7993, -0.1902, -0.8690], [2.7780, 1.5191, 0.2049], [2.2148, -1.9669, 0.4050], [-0.6768, -2.5568, -0.4330], [-1.2467, -2.1380, 1.2166], [-0.5235, 0.0745, 2.5023], [-2.0078, -0.0090, 1.6729], [-1.0407, 1.3939, 1.3981], [-0.3564, 1.1130, -2.3517], [-1.3183, 1.5348, -0.8601], [0.3398, 2.1389, -1.0603]], "spin_multiplicity": 1, "smiles": "C=C(C)N(C)P(=O)(Br)Br", "homo_ha": -0.3308, "homo_lumo_gap_ev": 9.01}


[5]
{"formula": "C18H20F5N2O3PZr", "method": "the ωB97M-V functional and the def2-TZVPD basis", "elements": ["C", "C", "N", "C", "C", "C", "C", "C", "P", "H", "H", "H", "C", "C", "H", "H", "H", "C", "C", "H", "H", "H", "H", "H", "H", "H", "H", "H", "H", "H", "H", "C", "O", "Zr", "O", "H", "H", "N", "F", "C", "C", "F", "C", "F", "C", "O", "C", "F", "C", "F"], "xyz": [[1.0392, -0.7228, 2.9088], [2.1721, -0.7374, 1.8968], [2.0175, 0.0438, 0.8007], [2.9321, 0.2821, -0.1802], [4.1430, -0.3499, 0.0053], [4.3671, -1.1755, 1.0986], [3.3773, -1.3714, 2.0507], [2.5460, 1.1617, -1.2535], [0.9481, 1.9155, -1.3900], [3.5150, -2.0028, 2.9374], [4.9251, -0.1890, -0.7402], [5.3339, -1.6670, 1.2054], [-0.6624, -1.9893, 1.6599], [-1.3539, -0.2005, 3.2008], [3.2873, 1.3695, -2.0218], [1.1155, 0.1720, 3.5349], [1.0728, -1.6049, 3.5429], [0.1423, 1.4908, -2.9057], [1.0573, 3.6756, -1.3279], [-0.8665, 1.9296, -2.9392], [0.7472, 1.9103, -3.7111], [0.0491, 0.4052, -3.0351], [0.0582, 4.1313, -1.3956], [1.5497, 4.0351, -0.4164], [1.6512, 3.9844, -2.1911], [-1.3905, -0.8967, 4.0425], [-1.0849, 0.8035, 3.5491], [-2.3138, -0.1683, 2.6869], [-0.7668, -2.7044, 2.4746], [-1.6003, -1.8888, 1.1144], [0.1294, -2.2900, 0.9733], [-1.8117, 1.5304, 0.2343], [-2.9238, 1.9770, -0.0359], [-0.0161, 0.6900, 0.6010], [0.7305, 2.3314, 2.1744], [0.4356, 3.2038, 1.8221], [1.6833, 2.2723, 1.9345], [-0.3111, -0.6819, 2.2676], [-5.2539, -2.3420, -3.4234], [-4.1510, -1.9548, -2.7734], [-4.2417, -1.4124, -1.4905], [-5.4473, -1.2999, -0.9060], [-3.0884, -1.0177, -0.8418], [-3.3005, -0.5530, 0.4709], [-1.7786, -1.0977, -1.4003], [-0.6831, -0.7015, -0.8564], [-1.7558, -1.6975, -2.6981], [-0.5401, -1.8628, -3.2918], [-2.8839, -2.0992, -3.3648], [-2.7998, -2.6360, -4.5975]], "spin_multiplicity": 2, "total_charge": 3, "homo_ha": [-0.6415, -0.6419], "homo_lumo_gap_ev": [4.38, 4.42], "s_squared": 0.78}


[6]
{"formula": "C2H4N3", "method": "the ωB97M-V functional and the def2-TZVPD basis", "elements": ["C", "C", "N", "N", "N", "H", "H", "H", "H"], "xyz": [[0.3984, 0.6148, 0.0010], [-0.9765, 0.3497, -0.0478], [1.5110, 0.9001, -0.0361], [2.7534, 0.4209, 0.0688], [2.7048, -0.7982, -0.0810], [-1.3044, -0.0302, 1.0612], [-1.0518, -0.3878, -0.7253], [-1.5000, 1.3385, -0.1507], [3.6503, -1.2837, 0.0487]], "spin_multiplicity": 1, "smiles": "[H]/N=N/[N+]#CC", "total_charge": 1, "homo_ha": -0.5860, "homo_lumo_gap_ev": 9.90}


[7]
{"formula": "C22H24N2O4S2", "method": "the ωB97M-V functional and the def2-TZVPD basis", "elements": ["C", "H", "H", "H", "S", "O", "O", "N", "C", "C", "C", "C", "C", "C", "H", "H", "C", "O", "N", "H", "C", "C", "H", "H", "S", "C", "C", "C", "C", "C", "O", "H", "H", "H", "H", "H", "H", "H", "H", "H", "C", "C", "C", "C", "C", "C", "C", "H", "H", "H", "H", "H", "H", "H"], "xyz": [[2.1567, -0.2786, 3.5727], [2.4363, -0.2132, 2.5297], [2.7170, 0.4333, 4.1652], [2.2912, -1.2812, 3.9559], [0.4016, 0.1425, 3.7539], [0.0067, -0.1615, 5.0919], [0.2029, 1.4773, 3.2758], [-0.3425, -0.9790, 2.7502], [0.0875, -1.1490, 1.4412], [0.5458, -0.0441, 0.7186], [0.9926, -0.1881, -0.5791], [0.9980, -1.4381, -1.1930], [0.5611, -2.5408, -0.4661], [0.1072, -2.4048, 0.8295], [-0.2152, -3.2798, 1.3722], [0.5923, -3.5125, -0.9354], [1.4975, -1.6549, -2.5792], [2.0345, -2.6880, -2.9317], [1.3261, -0.5967, -3.4088], [0.7403, 0.1732, -3.1210], [1.7009, -0.6314, -4.7982], [0.4874, -0.6230, -5.7226], [0.7931, -0.5120, -6.7631], [-0.0869, -1.5421, -5.6109], [-0.7180, 0.6927, -5.3358], [0.2879, 2.2154, -5.5680], [1.0631, 2.5681, -4.3544], [0.6619, 2.8435, -3.0782], [1.8441, 3.0828, -2.3346], [2.8729, 2.9329, -3.2104], [2.4120, 2.6176, -4.4340], [3.9346, 3.0200, -3.0953], [1.9099, 3.3371, -1.2967], [-0.3466, 2.8707, -2.7189], [-0.4461, 2.9867, -5.8020], [0.9484, 2.0647, -6.4204], [2.3519, 0.2198, -5.0229], [2.2651, -1.5560, -4.9511], [1.3595, 0.6818, -1.1040], [0.5328, 0.9267, 1.1866], [-1.3266, -1.8381, 3.3761], [-2.3993, -1.0081, 4.0346], [-2.8580, 0.1496, 3.4207], [-3.8365, 0.9187, 4.0241], [-4.3729, 0.5330, 5.2405], [-3.9262, -0.6258, 5.8513], [-2.9423, -1.3917, 5.2520], [-2.5851, -2.2877, 5.7380], [-4.3383, -0.9302, 6.8021], [-5.1339, 1.1362, 5.7133], [-4.1789, 1.8230, 3.5433], [-2.4380, 0.4562, 2.4742], [-1.7806, -2.4623, 2.6010], [-0.8491, -2.4843, 4.1212]], "spin_multiplicity": 1, "smiles": "CS(=O)(=O)N(Cc1ccccc1)c1ccc(C(=O)NCCSCc2ccco2)cc1", "homo_ha": -0.3161, "homo_lumo_gap_ev": 9.15}


[8]
{"formula": "C5H11InO3", "method": "the ωB97M-V functional and the def2-TZVPD basis", "elements": ["C", "O", "C", "C", "O", "C", "H", "H", "H", "H", "H", "H", "H", "H", "H", "In", "O", "C", "H", "H"], "xyz": [[-0.2057, 1.2462, 0.1631], [-0.7586, -0.0136, 0.6326], [-0.5575, -1.1120, -0.2057], [0.8957, -1.3072, -0.6300], [1.8037, -1.0927, 0.4453], [1.7963, -2.0937, 1.4526], [-0.6992, 2.0262, 0.7659], [-0.3905, 1.3441, -0.9266], [-1.1536, -1.0250, -1.1356], [-0.9231, -1.9889, 0.3468], [1.1822, -0.5907, -1.4098], [1.0273, -2.3183, -1.0441], [0.8514, -2.0719, 2.0142], [1.9351, -3.0844, 0.9968], [2.6300, -1.8801, 2.1310], [1.8487, 0.9555, 0.8464], [-2.8333, 3.4284, -0.0344], [-2.2917, 3.2223, -1.1039], [-1.4487, 3.8491, -1.4614], [-2.7084, 2.5067, -1.8432]], "spin_multiplicity": 2, "total_charge": 1, "homo_ha": [-0.4653, -0.4807], "homo_lumo_gap_ev": [8.34, 6.90], "s_squared": 0.76}


[9]
{"formula": "C4H10NO3", "method": "the ωB97M-V functional and the def2-TZVPD basis", "elements": ["O", "C", "O", "C", "C", "C", "N", "H", "H", "H", "H", "H", "H", "H", "H", "H", "H", "O"], "xyz": [[-0.8144, 1.4364, -0.8182], [-0.2177, 0.3422, -0.9571], [0.1401, -0.1362, -2.0621], [0.0549, -0.5201, 0.2968], [-1.0571, -1.5024, 0.6210], [-1.2678, -1.6908, 2.1153], [0.4243, 0.5256, 1.2829], [1.0226, -1.0109, 0.1698], [-0.8971, -2.4903, 0.1841], [-2.0399, -1.2147, 0.1187], [-0.3007, -1.8932, 2.5563], [-1.5664, -0.8295, 2.6649], [-2.0780, -2.4416, 2.2376], [0.5362, 0.2821, 2.2461], [-0.3107, 1.2524, 1.3929], [1.6517, 1.3156, -0.5363], [1.9783, 1.2443, -1.9103], [2.4152, 1.5279, -1.0800]], "spin_multiplicity": 2, "total_charge": -2, "homo_ha": [0.1444, -0.0598], "homo_lumo_gap_ev": [2.61, 8.12], "s_squared": 0.75}


[10]
{"formula": "C5H8N2", "method": "the ωB97M-V functional and the def2-TZVPD basis", "elements": ["C", "C", "C", "N", "C", "N", "C", "H", "H", "H", "H", "H", "H", "H", "H"], "xyz": [[-2.3784, 0.0756, 0.1647], [-0.9047, 0.1524, -0.0541], [-0.2208, 1.2188, -0.5165], [1.1739, 0.9754, -0.4532], [1.3042, -0.3405, 0.0221], [2.5750, -0.8899, 0.2072], [0.0728, -0.8708, 0.2535], [-2.8111, -0.8074, -0.3131], [-2.6110, 0.0249, 1.2367], [-2.8646, 0.9684, -0.2394], [-0.5423, 2.1804, -0.8941], [1.4088, 1.6780, 0.2454], [2.5658, -1.9024, 0.1696], [3.2665, -0.5300, -0.4383], [-0.1439, -1.8733, 0.6016]], "spin_multiplicity": 1, "smiles": "Cc1c[nH]c(N)c1", "homo_ha": -0.2746, "homo_lumo_gap_ev": 8.54}


[11]
{"formula": "C20H16AsMoN5O7S", "method": "the ωB97M-V functional and the def2-TZVPD basis", "elements": ["Mo", "N", "C", "N", "C", "N", "N", "C", "C", "C", "C", "C", "C", "N", "C", "C", "C", "C", "C", "C", "H", "H", "H", "H", "H", "H", "H", "H", "H", "H", "H", "O", "As", "O", "O", "C", "C", "C", "C", "C", "C", "S", "O", "O", "O", "H", "H", "H", "H", "H", "O"], "xyz": [[-0.0507, 0.2800, -0.0133], [4.0944, 0.8467, -1.1491], [2.8352, 0.4912, -1.1220], [2.0921, 0.5597, -0.0280], [2.6727, 0.9569, 1.1710], [2.0081, 0.7913, 2.2629], [0.7856, 0.2292, 1.9980], [0.1489, -0.2742, 2.9915], [-1.1214, -0.9004, 2.6973], [-1.9201, -1.5458, 3.6172], [-3.0941, -2.1396, 3.1616], [-3.4147, -2.0602, 1.8192], [-2.5660, -1.3777, 0.9555], [-1.4474, -0.8138, 1.3952], [4.0203, 1.4799, 1.1560], [4.6281, 2.0255, 2.2904], [5.9221, 2.4900, 2.2088], [6.6260, 2.4114, 1.0045], [6.0431, 1.8715, -0.1253], [4.7376, 1.4116, -0.0376], [4.5952, 0.7730, -2.0251], [2.3986, 0.1023, -2.0319], [0.5863, -0.2432, 3.9831], [-1.6268, -1.5936, 4.6568], [-3.7444, -2.6595, 3.8519], [-4.3152, -2.5117, 1.4285], [-2.7923, -1.2728, -0.0969], [4.0707, 2.0771, 3.2148], [6.3982, 2.9163, 3.0804], [7.6423, 2.7772, 0.9528], [6.5882, 1.8094, -1.0584], [-2.4259, 3.6420, 0.8624], [-1.3360, 2.7937, -0.1447], [0.1381, 2.4398, 0.5565], [-1.8156, 1.1089, -0.2043], [-1.4932, 3.6097, -1.8394], [-2.5170, 4.5280, -2.0163], [-2.7214, 5.0798, -3.2777], [-1.9191, 4.7051, -4.3393], [-0.8900, 3.7820, -4.1605], [-0.6745, 3.2388, -2.9111], [0.7266, 2.1778, -2.7181], [1.7286, 2.8656, -1.9621], [1.0580, 1.6092, -3.9780], [0.1542, 1.0212, -1.8267], [-2.1992, 3.6151, 1.8032], [-3.1522, 4.8119, -1.1887], [-3.5169, 5.7975, -3.4212], [-2.0855, 5.1285, -5.3203], [-0.2590, 3.4852, -4.9872], [0.1403, -1.2326, -0.6281]], "spin_multiplicity": 1, "total_charge": 2, "homo_ha": -0.5354, "homo_lumo_gap_ev": 6.68}


[12]
{"formula": "C2H12NO3S", "method": "the ωB97M-V functional and the def2-TZVPD basis", "elements": ["C", "C", "S", "N", "H", "H", "H", "H", "H", "H", "H", "H", "O", "H", "H", "O", "H", "H", "O"], "xyz": [[-1.1039, -0.6350, 1.8879], [-1.2020, -1.5530, 0.6693], [-1.1028, -0.6682, -0.8447], [0.2773, -0.3662, 2.3181], [-1.6659, -1.0911, 2.7148], [-1.6030, 0.3269, 1.7959], [-2.0985, -2.1963, 0.7578], [-0.5069, -2.3950, 0.7879], [0.5959, 0.4764, 1.8493], [0.9093, -1.0332, 1.8899], [-0.4075, 2.1592, -0.4971], [-1.4117, 3.2716, -0.8428], [-0.4847, 3.1165, -0.6367], [1.5970, -1.4682, -0.4111], [2.7028, -0.5518, -1.0015], [2.4575, -1.0692, -0.2319], [0.6763, 1.3251, -1.9055], [1.9756, 2.0143, -1.6034], [1.6362, 1.1487, -1.8881]], "spin_multiplicity": 2, "homo_ha": [-0.3480, -0.3421], "homo_lumo_gap_ev": [9.90, 6.70], "s_squared": 0.75}